(1)
A cluster of 2 separate species, C8H8N4O4 in total in a non-equilibrium geometry, computed with ωB97M-V with the def2-TZVPD basis set.

Geometry (Å):
1 O -1.17 1.09 0.74
2 C -2.31 0.53 0.49
3 C -3.61 0.91 0.92
4 C -4.74 0.27 0.47
5 N -4.56 -0.97 -0.14
6 C -3.29 -1.48 -0.59
7 O -3.19 -2.69 -0.91
8 N -2.25 -0.70 -0.31
9 H -3.78 1.71 1.87
10 H -5.66 0.83 0.76
11 H -5.51 -1.61 -0.20
12 H -1.17 -1.04 -0.32
13 O 5.90 -0.85 -0.72
14 C 4.82 -0.28 -0.59
15 C 4.57 1.12 -0.10
16 C 3.38 1.46 0.33
17 N 2.19 0.79 0.23
18 C 2.25 -0.34 -0.46
19 O 1.14 -0.83 -0.67
20 N 3.54 -0.97 -0.77
21 H 5.55 1.79 -0.26
22 H 3.39 2.41 1.00
23 H 1.19 1.00 0.15
24 H 3.34 -2.15 -0.91

Computed properties:
LUMO: -0.15 eV
energy above the lowest of the compared OMol25 structures with the same formula, charge and spin: 482.13 kJ/mol
spin multiplicity: 1
structure (SMILES): O=c1cc[nH]c(=O)[nH]1.O=c1cc[nH]c(=O)[nH]1
orbital gap: 0.3418 Eh
calculated total energy: -22573.9331 eV
max |F|: 5.65 eV/Å
E_HOMO: -9.453 eV



(2)
A cluster of 13 separate species, C2H27NO15 in total, computed with ωB97M-V with the def2-TZVPD basis set.

Geometry (Å):
1 O -3.35 0.31 -0.35
2 C -3.18 0.27 0.85
3 N -2.49 -0.72 1.50
4 C -1.80 -1.75 0.82
5 O -0.98 -1.35 -0.16
6 O -1.90 -2.91 1.09
7 H -3.61 1.02 1.52
8 H -2.25 -0.61 2.48
9 H -0.79 -0.35 -0.15
10 H -0.42 1.18 3.15
11 H -0.07 2.57 2.49
12 O -0.81 1.97 2.72
13 H 0.95 2.43 -2.22
14 H -0.52 2.82 -2.28
15 O 0.29 2.99 -1.78
16 H -1.51 -3.11 -3.03
17 H -1.22 -2.09 -1.89
18 O -1.08 -2.27 -2.84
19 H 1.84 -2.39 -1.83
20 H 0.82 -2.22 -2.98
21 O 1.77 -2.11 -2.76
22 H -1.63 0.02 -3.09
23 H -2.05 0.68 -1.74
24 O -1.40 0.74 -2.48
25 H 2.10 0.88 -0.58
26 H 3.50 1.29 0.01
27 O 2.57 1.13 0.26
28 H 0.83 -0.73 2.97
29 H 0.25 -0.76 4.42
30 O 0.02 -0.53 3.52
31 H 1.70 -0.29 -2.46
32 H 0.41 0.59 -2.25
33 O 1.38 0.60 -2.15
34 H -0.25 1.81 -0.49
35 H -0.62 1.50 1.05
36 O -0.66 1.16 0.12
37 H 2.41 -0.25 1.51
38 H 2.08 -1.73 1.42
39 O 2.23 -1.03 2.08
40 H 0.59 -2.24 -0.01
41 H 1.26 -3.62 0.32
42 O 1.44 -2.72 0.02
43 H 1.80 2.59 1.04
44 H 1.03 3.86 0.71
45 O 1.30 3.33 1.47

Computed properties:
LUMO: 0.24 eV
energy above the lowest of the compared OMol25 structures with the same formula, charge and spin: 0.00 kJ/mol
spin multiplicity: 1
orbital gap: 0.4085 Eh
calculated total energy: -34719.1385 eV
max |F|: 0.66 eV/Å
E_HOMO: -10.872 eV



(3)
A structure of composition C6H17N2 in a non-equilibrium geometry, computed with ωB97M-V with the def2-TZVPD basis set.

Geometry (Å):
1 C 0.47 -1.18 -0.63
2 N -0.48 -0.74 -1.76
3 C -1.70 -0.03 -1.27
4 C -2.61 0.47 -2.41
5 C 1.17 -0.05 0.23
6 N 0.04 0.28 0.97
7 C 2.64 0.19 2.24
8 C 2.39 -0.60 0.98
9 H 1.23 -1.80 -1.26
10 H -0.06 -1.85 0.11
11 H -0.72 -1.56 -2.32
12 H -1.37 0.85 -0.75
13 H -2.18 -0.75 -0.58
14 H -2.18 1.32 -2.91
15 H -2.82 -0.24 -3.31
16 H -3.51 1.00 -1.92
17 H 1.37 0.91 -0.49
18 H -2.69 1.85 1.70
19 H 0.12 1.11 1.62
20 H -2.38 1.91 2.45
21 H 3.01 -0.50 3.05
22 H 3.12 1.17 2.11
23 H 1.61 0.27 2.65
24 H 2.22 -1.69 1.19
25 H 3.32 -0.35 0.30

Computed properties:
LUMO: -8.37 eV
energy above the lowest of the compared OMol25 structures with the same formula, charge and spin: 780.10 kJ/mol
spin multiplicity: 1
total charge: +1
orbital gap: 0.1952 Eh
calculated total energy: -9463.9491 eV
max |F|: 4.72 eV/Å
E_HOMO: -13.677 eV



(4)
An isolated molecule of C4H5NO in a non-equilibrium geometry, computed with ωB97M-V with the def2-TZVPD basis set.

Geometry (Å):
1 N 3.07 0.42 1.20
2 C 2.08 0.47 0.59
3 C 0.86 0.53 -0.15
4 C -0.35 0.41 0.44
5 C -1.44 -0.18 -0.38
6 O -0.85 -1.48 -0.18
7 H 0.92 0.81 -1.20
8 H -0.49 0.31 1.52
9 H -2.46 -0.14 0.01
10 H -1.45 0.10 -1.45
11 H 0.09 -1.25 -0.41

Computed properties:
LUMO: 0.07 eV
energy above the lowest of the compared OMol25 structures with the same formula, charge and spin: 224.99 kJ/mol
spin multiplicity: 1
structure (SMILES): N#C/C=C/CO
orbital gap: 0.3649 Eh
calculated total energy: -7764.1946 eV
max |F|: 1.90 eV/Å
E_HOMO: -9.858 eV